{
  "formula": "C4H5NO2",
  "method": "ωB97M-V/def2-TZVPD",
  "species": ["C", "N", "O", "C", "C", "C", "O", "H", "H", "H", "H", "H"],
  "coordinates": [[1.856, -0.526, -0.782], [1.941, 0.682, -1.273], [0.561, 0.986, -1.124], [-0.097, 0.235, -0.110], [-0.650, 0.648, 1.140], [-1.423, -0.230, 0.024], [0.655, -1.018, -0.157], [2.611, -1.155, -0.543], [-0.593, -0.059, 2.049], [-1.040, 1.515, 1.307], [-2.249, 0.305, -0.731], [-1.573, -1.385, 0.199]],
  "nbo_charge": [0.319, -0.116, -0.396, 0.429, -0.442, -0.430, -0.491, 0.180, 0.240, 0.223, 0.232, 0.252],
  "total_energy_ha": -360.45607,
  "lumo_ev": 0.99,
  "e_above_lowest_kcal_mol": 133.9
}